{
  "formula": "C4H7N2O",
  "method": "ωB97M-V with the def2-TZVPD basis set",
  "species": ["C", "C", "C", "C", "N", "N", "O", "H", "H", "H", "H", "H", "H", "H"],
  "coordinates": [[-0.57468, 1.75625, -0.13915], [-1.87524, 1.29857, -0.04614], [0.51354, 0.64260, -0.45740], [0.43180, -1.85765, -0.21375], [0.05175, -0.56095, 0.06864], [-1.98107, -0.04926, -0.03778], [-2.61591, -1.05601, -0.00724], [-0.33665, 2.77093, -0.34600], [-2.72830, 1.96198, 0.13532], [0.59950, 0.63000, -1.48452], [1.41622, 0.90799, 0.03809], [-0.52774, -2.40275, -0.32154], [0.92614, -1.75854, -1.29076], [1.12982, -2.18987, 0.57838]],
  "forces_ev_per_angstrom": [[0.0, -3.2, -1.8], [0.2, 1.4, 1.0], [-2.9, 1.2, 2.6], [0.7, 0.7, -3.8], [-3.0, 2.6, 2.7], [4.2, -5.0, -0.5], [-0.3, 3.3, 0.2], [0.1, 0.9, 0.4], [0.1, -0.5, -0.3], [0.6, 0.3, -2.7], [1.1, 0.4, 0.3], [0.5, -0.5, 0.3], [-0.6, -1.3, 2.0], [-0.6, -0.3, -0.4]],
  "nbo_charge": [0.1238, -0.1727, -0.3094, -0.4605, -0.2002, 0.3365, -0.1106, 0.2527, 0.2879, 0.2380, 0.2766, 0.2710, 0.1936, 0.2733],
  "total_charge": 1,
  "mol_weight_g_mol": 99.113,
  "relative_energy_ev": 7.700
}

---

{
  "formula": "C3H5N3O",
  "method": "ωB97M-V with the def2-TZVPD basis set",
  "species": ["N", "C", "C", "N", "C", "O", "N", "H", "H", "H", "H", "H"],
  "coordinates": [[-1.62649, -0.68924, -1.11656], [-0.49982, -0.22917, -0.30785], [0.20988, 0.67802, -1.03648], [1.19197, 0.96225, -0.09017], [0.97178, 0.23129, 1.03463], [1.81696, 0.35500, 2.07828], [-0.08225, -0.54412, 0.96878], [-2.56483, -0.43479, -0.79432], [-1.62684, -1.67327, -1.40082], [-1.23390, -0.01644, -1.87810], [1.95335, 1.60736, -0.21651], [1.49018, -0.24689, 2.75912]],
  "forces_ev_per_angstrom": [[-0.1, 0.0, -0.1], [0.1, 0.3, -0.4], [0.3, 0.0, 0.4], [0.2, 0.0, 0.2], [0.1, 0.1, -0.1], [-0.2, -0.2, 0.1], [0.1, 0.2, -0.2], [0.2, 0.0, 0.0], [0.1, 0.2, 0.1], [-0.9, -0.7, 0.0], [0.0, -0.1, 0.1], [0.1, 0.0, 0.0]],
  "nbo_charge": [-0.7261, 0.0286, -0.2885, -0.5830, 0.6129, -0.6681, -0.5651, 0.4040, 0.4040, 0.4741, 0.4110, 0.4960],
  "mol_weight_g_mol": 99.093,
  "relative_energy_ev": 3.496
}

---

{
  "formula": "C3H4N3OS",
  "method": "ωB97M-V with the def2-TZVPD basis set",
  "species": ["N", "C", "N", "C", "O", "N", "C", "S", "H", "H", "H", "H"],
  "coordinates": [[-1.21680, 1.00775, -1.55746], [-0.54469, 0.43844, -0.56904], [0.81664, 0.18062, -0.50111], [1.61152, -0.37188, 0.66648], [2.64354, 0.13935, 0.74701], [0.88014, -1.13488, 1.44507], [-0.09627, -1.43267, 2.14762], [-1.45171, -1.78266, 2.78818], [-2.17675, 1.21290, -1.71297], [-0.87689, 1.27050, -2.44876], [-1.11127, -0.17234, 0.02921], [1.52254, 0.64487, -1.03422]],
  "forces_ev_per_angstrom": [[1.2, 0.2, -0.1], [3.4, -0.8, -2.8], [-3.2, 0.5, 0.0], [-3.7, 1.5, -0.9], [3.3, 0.1, 0.6], [-2.2, -2.2, 3.0], [1.7, 1.0, -2.5], [0.3, -0.1, 0.4], [-1.4, -0.6, 1.7], [2.0, 0.4, -0.6], [-1.4, -0.7, 2.3], [-0.1, 0.8, -1.0]],
  "nbo_charge": [-0.6968, 0.4206, -0.5848, 0.8269, -0.4402, -0.5695, 0.2426, 0.2652, 0.4479, 0.4273, 0.2219, 0.4388],
  "total_charge": 1,
  "mol_weight_g_mol": 130.152,
  "relative_energy_ev": 1.655,
  "smiles": "[NH2+]=CNC(=O)N=C=S"
}

---

{
  "formula": "C13H17Cl3F4NO4S",
  "method": "ωB97M-V with the def2-TZVPD basis set",
  "species": ["C", "C", "N", "C", "C", "S", "O", "O", "C", "O", "C", "C", "O", "C", "F", "C", "C", "C", "F", "C", "F", "F", "H", "H", "H", "H", "H", "H", "H", "H", "H", "H", "H", "H", "H", "H", "H", "H", "C", "Cl", "Cl", "Cl", "H"],
  "coordinates": [[-0.35957, 0.09660, -3.57521], [-0.05437, 0.66255, -2.41457], [0.51843, 0.85903, -1.02951], [0.58835, 2.36133, -0.89560], [2.06668, 2.81683, -1.36985], [3.39696, 2.68210, -0.07607], [4.17759, 3.99845, 0.01082], [4.40580, 1.62480, -0.55854], [0.11635, 2.57489, 0.63434], [-0.55154, 3.83067, 0.96914], [0.28757, 4.57085, 1.94884], [0.07049, 4.04515, 3.47314], [-0.86309, 1.45294, 0.71705], [-0.24148, 0.27967, 0.13982], [0.61632, -0.24378, 1.21728], [-1.15312, -1.01391, -0.19295], [-0.22847, -2.25209, -0.76043], [-0.67828, -3.65323, -0.07450], [-1.98788, -3.81538, 0.54738], [0.16827, -4.84897, -0.05606], [0.38856, -5.49181, -1.31912], [0.72617, -5.40127, 1.16177], [-0.36974, -0.32763, -4.65935], [1.44528, 0.36276, -0.99058], [-0.09630, 2.94831, -1.63305], [2.37700, 2.08644, -2.22954], [2.11438, 3.87448, -1.84312], [2.95781, 2.24866, 1.17532], [0.82859, 2.29712, 1.49449], [1.38135, 4.43327, 1.56930], [-0.01418, 5.69492, 1.92862], [0.20463, 4.85736, 4.27408], [-0.97752, 3.54828, 3.58511], [0.83996, 3.18360, 3.63842], [-1.98091, -0.76374, -0.95247], [-1.61629, -1.35054, 0.82202], [-0.38334, -2.24995, -1.90302], [0.90329, -2.06231, -0.56844], [-3.71539, -6.74211, -0.37900], [-3.32665, -8.39365, -0.88162], [-3.94733, -5.70014, -1.79183], [-5.15652, -6.72712, 0.64774], [-2.87785, -6.35344, 0.19977]],
  "forces_ev_per_angstrom": [[2.8, 3.1, 6.3], [-1.2, -4.9, -6.0], [-0.2, -0.7, -2.9], [1.5, 3.0, 0.5], [-0.9, -0.5, -0.7], [8.4, 1.2, -2.3], [-4.0, -3.3, 0.4], [-4.3, 1.8, 1.4], [-1.3, 0.1, 1.2], [2.1, -2.3, -0.6], [0.3, 0.8, 1.0], [0.2, -1.3, -0.7], [1.0, -1.6, -1.6], [-3.0, -0.5, 3.6], [-0.3, 1.5, -2.9], [0.0, -0.1, 0.4], [-0.9, -0.1, -0.6], [0.8, -2.2, -0.3], [3.5, 1.3, -0.2], [-1.3, 1.3, 0.1], [1.1, 1.8, 4.0], [-2.4, 0.6, -4.3], [-0.4, 1.2, 2.4], [-0.4, 0.8, -0.4], [0.6, -1.7, 1.5], [-0.2, 1.3, 1.7], [-0.2, -1.7, 1.3], [-0.4, 0.4, -0.9], [-0.4, 0.7, -1.7], [-1.8, 0.7, 1.0], [0.5, -2.2, -0.5], [-0.1, -1.2, -1.5], [1.8, 1.1, -0.3], [-1.3, 1.6, 0.1], [1.3, -0.3, 1.3], [0.8, 0.9, -1.9], [0.3, -0.3, 1.7], [-2.1, -0.6, -0.1], [0.0, -0.1, 0.1], [0.0, 0.2, 0.1], [0.1, 0.0, 0.1], [0.2, 0.0, -0.1], [-0.2, -0.1, -0.1]],
  "nbo_charge": [-0.0651, 0.0169, -0.4762, -0.1043, -0.6629, 1.7675, -0.8454, -0.8894, 0.3459, -0.5063, -0.0855, -0.6678, -0.4885, 0.7555, -0.3558, -0.4588, -0.4717, 0.2302, -0.3305, 0.6977, -0.2917, -0.2889, 0.3334, 0.4911, 0.3121, 0.2871, 0.3220, 0.0775, 0.2037, 0.1683, 0.2368, 0.2561, 0.2444, 0.2019, 0.2641, 0.2977, 0.2426, 0.2346, -0.2826, 0.0284, 0.0040, 0.0275, 0.2245],
  "total_charge": 1,
  "mol_weight_g_mol": 465.700,
  "total_energy_ev": -82687.510
}

---

{
  "formula": "C16H34O3OsP2S",
  "method": "ωB97M-V with the def2-TZVPD basis set",
  "species": ["P", "P", "C", "C", "H", "H", "H", "H", "C", "H", "H", "H", "C", "H", "H", "H", "C", "H", "H", "H", "C", "H", "H", "H", "Os", "C", "C", "C", "C", "C", "C", "C", "C", "C", "H", "H", "H", "H", "H", "H", "H", "H", "H", "H", "H", "H", "H", "H", "H", "C", "S", "O", "O", "O", "H", "H", "H"],
  "coordinates": [[-2.92702, -0.17610, 0.53701], [-0.64571, -0.21700, -1.54923], [-2.65180, 1.33104, -0.59264], [-2.21695, 0.79788, -1.94107], [-1.88156, 1.94084, -0.08835], [-3.55510, 1.94671, -0.64818], [-2.87494, 0.02285, -2.36846], [-2.09051, 1.62728, -2.65108], [0.26630, 1.53585, -2.65667], [1.24117, 1.32650, -3.12191], [0.38870, 2.44984, -2.05784], [-0.38621, 1.80569, -3.50846], [-0.18691, -1.01046, -3.14822], [-0.16596, -0.35353, -4.03189], [-0.94783, -1.78125, -3.27836], [0.80605, -1.46111, -3.03607], [-3.34092, 0.84815, 1.96720], [-3.57605, 0.27520, 2.85973], [-4.20340, 1.48240, 1.75978], [-2.54638, 1.55901, 2.19263], [-4.51781, -0.80710, -0.07207], [-4.40374, -1.03404, -1.13033], [-5.28968, -0.04979, 0.04915], [-4.80292, -1.70342, 0.48193], [-1.46339, -1.52228, 0.05922], [2.84312, 0.60840, -1.35262], [3.70294, 1.61058, -1.64928], [3.85312, 2.89696, -0.86137], [3.96467, 2.72346, 0.67555], [2.69151, 2.96884, 1.41047], [1.65806, 2.13965, 1.59031], [1.28775, 0.91653, 0.82585], [2.32715, 0.10461, -0.01246], [-2.48896, -3.15721, 1.09787], [2.41588, 0.03003, -2.19172], [4.34779, 1.47924, -2.52304], [3.02877, 3.60485, -1.11969], [4.80164, 3.34853, -1.20747], [4.31121, 1.70571, 0.87314], [4.72753, 3.45201, 1.00465], [2.65129, 3.98336, 1.80815], [0.96635, 2.38346, 2.39934], [0.40525, 1.16766, 0.20146], [0.92741, 0.19723, 1.58177], [3.16486, -0.16909, 0.64383], [1.81284, -0.85817, -0.22854], [-1.93714, -4.01965, 0.67361], [-3.56785, -3.18401, 0.86001], [-2.35809, -3.21038, 2.20441], [0.87882, -4.17492, 3.20738], [0.72402, -3.26669, 1.61835], [-0.25461, -2.05453, 1.77699], [2.06297, -2.72960, 1.41808], [0.18882, -4.22935, 0.65767], [1.07951, -3.46635, 4.02031], [1.75606, -4.84239, 3.13681], [-0.00010, -4.79197, 3.43435]],
  "forces_ev_per_angstrom": [[-5.4, 6.9, -0.6], [0.6, 4.8, -6.2], [-0.5, -0.9, 0.5], [0.2, -0.4, -0.1], [-0.1, -0.1, -0.4], [0.0, -0.1, 0.0], [-0.3, 0.6, 0.2], [0.0, -0.7, 0.2], [0.9, 0.8, 0.6], [-0.4, -0.4, 0.5], [-0.2, -0.4, 0.3], [-0.1, -0.8, 0.8], [-0.5, -0.8, 0.2], [-0.2, -0.2, 0.6], [0.3, -0.4, -0.5], [-0.2, -0.2, -0.1], [0.3, -0.4, 1.4], [0.1, -0.1, 0.2], [-0.2, -0.4, -0.5], [0.3, -0.3, 0.0], [-0.1, -0.3, 0.2], [-0.1, -0.2, 0.0], [0.0, 0.2, 0.0], [-0.1, 0.2, -0.2], [5.7, -8.1, 4.9], [-1.8, -1.7, 1.1], [0.7, 1.8, 0.6], [0.9, 0.1, -1.3], [-0.2, -0.5, -0.1], [-0.2, 0.4, 0.1], [0.5, 0.6, -0.1], [-0.1, -0.3, 0.7], [-0.1, -0.4, -0.7], [-1.2, 0.0, -0.5], [0.8, 0.2, 0.3], [-0.2, 0.1, 0.0], [0.5, -0.5, 0.1], [-0.6, 0.0, -0.1], [0.3, 0.3, 0.2], [-0.3, -0.5, -0.1], [-0.1, -0.4, 0.6], [-0.2, 0.2, -0.5], [0.6, 0.0, 0.3], [0.0, 0.0, -0.4], [-0.1, 0.2, -0.1], [0.5, 0.5, 0.2], [-0.5, 0.4, 0.0], [0.6, -0.4, 0.1], [-0.1, 0.5, -0.9], [-0.3, 0.4, 0.1], [1.9, -1.5, 0.9], [0.2, 0.0, -1.0], [-1.2, 0.0, -0.4], [0.3, 1.5, 0.2], [-0.2, 0.0, -0.3], [-0.4, 0.5, -0.5], [0.1, 0.4, -0.3]],
  "lowdin_spin": [0.1166, 0.0291, 0.0047, 0.0416, 0.0012, 0.0005, 0.0023, 0.0007, 0.1971, 0.0136, 0.0099, 0.0074, -0.0003, -0.0002, 0.0003, -0.0002, 0.0193, 0.0005, 0.0011, 0.0003, 0.0793, 0.0055, 0.0108, 0.0007, 2.1476, 0.3197, 0.3281, 0.0642, 0.0415, 0.0221, 0.0391, 0.0454, 0.0532, 0.0309, 0.0167, 0.0189, 0.0132, 0.0012, -0.0004, 0.0066, 0.0026, 0.0044, 0.0037, 0.0011, 0.0086, 0.0016, 0.0014, 0.0067, 0.0061, 0.0074, 0.0169, 0.2281, 0.0160, 0.0044, 0.0001, 0.0012, 0.0002],
  "total_charge": 2,
  "mol_weight_g_mol": 558.690,
  "spin_multiplicity": 5,
  "relative_energy_ev": 4.700,
  "s_squared": 6.05
}

---

{
  "formula": "C10H15NO",
  "method": "ωB97M-V with the def2-TZVPD basis set",
  "species": ["C", "C", "C", "C", "C", "C", "C", "H", "H", "H", "H", "H", "H", "H", "H", "C", "C", "C", "O", "N", "H", "H", "H", "H", "H", "H", "H"],
  "coordinates": [[-0.10435, -1.41641, -0.73722], [-2.17408, -0.87384, 2.17186], [-1.05881, -1.11422, 1.41613], [-3.44542, -0.87071, 1.58959], [-1.34760, -1.15225, 0.09636], [-3.70497, -1.01537, 0.22985], [-2.55945, -1.09857, -0.60041], [-2.05140, -0.57439, 3.17767], [-0.09130, -1.40303, 1.87143], [-4.43948, -0.99754, 2.11228], [-4.57405, -1.31072, -0.32967], [-0.18297, -0.60782, -1.61278], [-0.25188, -2.32386, -1.26751], [-2.61078, -1.18676, -1.62073], [0.73325, -1.52277, -0.09050], [3.06056, 1.76524, -0.43194], [3.23454, 0.30227, -0.51559], [1.81503, 2.51676, -0.61575], [1.75188, 3.71551, -0.95984], [0.58440, 1.79050, -0.61001], [3.53754, 2.23784, 0.45794], [3.68955, 2.37939, -1.26853], [2.82270, -0.27700, -1.38340], [-0.33151, 2.39955, -0.53775], [0.53682, 0.85155, -0.27989], [2.87199, -0.27808, 0.31808], [4.28976, 0.06473, -0.57965]],
  "forces_ev_per_angstrom": [[-2.2, 1.7, -2.2], [-2.2, 0.7, 2.1], [0.4, -0.1, -0.4], [-3.4, -1.0, -0.7], [3.2, -1.1, -2.5], [1.5, -0.3, 0.1], [0.8, 0.8, 2.8], [-0.2, 0.1, 1.3], [-0.5, 0.4, -0.6], [1.4, 0.6, 0.5], [-1.2, 0.3, 0.9], [1.2, -1.3, 1.7], [0.1, -1.2, -0.6], [0.1, -0.2, -2.4], [1.1, 0.5, 0.0], [2.9, 3.5, -1.6], [0.0, -2.2, -0.9], [-5.1, 0.6, -1.6], [0.9, -1.7, 1.1], [0.0, 3.3, 0.4], [-0.3, -0.7, -0.2], [-1.0, -1.9, 1.6], [-0.1, 1.2, 0.4], [2.8, -1.9, -0.3], [-0.2, -0.6, 0.4], [-0.3, 0.2, 0.6], [0.4, 0.1, 0.2]],
  "lowdin_spin": [0.0314, 0.2266, 0.1226, 0.0543, 0.0656, 0.1582, 0.2179, 0.0252, 0.0120, 0.0059, 0.0109, 0.0111, 0.0041, 0.0314, 0.0046, 0.0002, 0.0003, 0.0018, 0.0021, 0.0060, 0.0001, 0.0001, 0.0000, 0.0037, 0.0033, 0.0004, 0.0001],
  "total_charge": -1,
  "mol_weight_g_mol": 165.236,
  "spin_multiplicity": 2,
  "relative_energy_ev": 1.747,
  "s_squared": 0.76
}

---

Q: What is the formula in the fourth record?
A: C13H17Cl3F4NO4S